Computed, not measured: a molecular structure, C17H31IrN5O7PS, with ωB97M-V with the def2-TZVPD basis set.

Structure (ORCA input):
```
! RIJCOSX wB97M-V def2-TZVPD def2/J DEFGRID3
* xyz 1 6
Ir 0.06 -0.42 -0.61
O -1.80 3.07 0.20
S -1.12 1.86 0.46
O -1.02 1.62 1.95
O 0.28 1.77 -0.11
O -1.76 0.61 -0.11
C 0.21 -3.95 -2.67
C 0.18 -2.69 -1.88
O 0.07 -1.56 -2.46
O 0.29 -2.68 -0.61
H -0.58 -3.92 -3.42
H 0.09 -4.81 -2.02
H 1.16 -4.01 -3.19
N 4.17 0.57 -1.49
C 4.43 -0.63 -0.87
C 3.23 -1.11 -0.46
N 2.25 -0.21 -0.83
C 2.84 0.78 -1.45
H 4.84 1.18 -1.92
H 5.43 -1.03 -0.78
H 2.99 -2.02 0.05
H 2.35 1.66 -1.85
O 0.28 -0.53 1.62
P -0.23 0.15 2.88
N 0.78 1.18 3.67
C 1.87 1.81 2.87
C 1.59 3.30 2.95
C 1.04 3.46 4.36
C 0.18 2.21 4.57
N 0.55 -1.42 3.82
C 0.09 -2.75 3.48
C 1.29 -3.40 2.76
C 2.51 -2.55 3.20
C 1.94 -1.55 4.21
N -1.66 -0.24 3.56
C -3.00 -0.10 2.95
C -3.96 -0.04 4.15
C -3.07 0.35 5.33
C -1.79 -0.41 5.02
H 1.87 1.42 1.85
H 2.83 1.56 3.33
H 0.85 3.59 2.21
H 2.49 3.89 2.78
H 0.46 4.37 4.49
H 1.86 3.48 5.09
H -0.85 2.41 4.28
H 0.21 1.87 5.60
H -0.82 -2.69 2.90
H -0.13 -3.27 4.43
H 1.13 -3.35 1.69
H 1.39 -4.44 3.05
H 2.92 -2.00 2.35
H 3.30 -3.14 3.64
H 2.41 -0.57 4.24
H 1.95 -1.98 5.22
H -3.21 -0.95 2.31
H -3.06 0.80 2.35
H -4.40 -1.03 4.33
H -4.77 0.66 3.98
H -3.50 0.07 6.29
H -2.88 1.42 5.33
H -1.92 -1.47 5.26
H -0.92 -0.05 5.55
*
```

Values from the calculation:
Gap between HOMO and LUMO (spin up / spin down) in eV: 9.55 / 7.24
E_LUMO (spin up / spin down) in eV: -1.896 / -4.805

Results of the Mulliken charge analysis, in e, for atoms 1 through 6: number 1, Ir, carries 2.317; number 2, O, carries -0.642; number 3, S, carries 1.343; number 4, O, carries -0.675; number 5, O, carries -0.710; number 6, O, carries -0.760

Computed, not measured: a molecular structure, H8LiO4, with ωB97M-V with the def2-TZVPD basis set.

Structure (ORCA input):
```
! RIJCOSX wB97M-V def2-TZVPD def2/J DEFGRID3
* xyz 1 1
Li 0.08 -0.15 -0.08
O -0.69 1.27 -0.22
H -1.06 1.65 0.58
H -0.88 1.92 -0.90
O -0.36 -1.20 -1.10
H 0.20 -1.43 -1.85
H -1.24 -1.17 -1.46
O 1.58 0.20 0.07
H 2.00 0.78 0.71
H 2.22 0.13 -0.63
O -0.35 -0.46 1.42
H -0.64 -1.36 1.26
H -0.85 -0.18 2.19
*
```

Values from the calculation:
Gap between HOMO and LUMO in eV: 12.57
E_LUMO in eV: -3.590

Results of the Mulliken charge analysis, in e, for atoms 1 through 6: number 1, Li, carries 0.937; number 2, O, carries -0.552; number 3, H, carries 0.276; number 4, H, carries 0.296; number 5, O, carries -0.598; number 6, H, carries 0.319

Computed, not measured: 2 unconnected molecules or ions with the total composition C5H11N, with ωB97M-V with the def2-TZVPD basis set.

Structure (ORCA input):
```
! RIJCOSX wB97M-V def2-TZVPD def2/J DEFGRID3
* xyz 0 1
C -0.20 2.00 0.25
N -0.11 0.81 0.77
C -0.29 0.13 2.05
C 0.34 -0.43 0.84
C -1.17 -0.69 -2.11
C 1.64 -1.00 0.40
H 0.28 2.20 -0.69
H -1.32 0.36 -1.84
H -0.82 2.74 0.75
H -1.31 -0.15 2.32
H 0.28 0.59 2.87
H -1.08 -1.28 -1.20
H -0.26 -0.78 -2.70
H -2.03 -1.04 -2.70
H 1.72 -2.05 0.70
H 1.71 -0.97 -0.69
H 2.51 -0.45 0.81
*
```

Values from the calculation:
Gap between HOMO and LUMO in eV: 7.96
E_LUMO in eV: 0.964

Results of the Mulliken charge analysis, in e, for atoms 1 through 6: number 1, C, carries -0.527; number 2, N, carries 0.069; number 3, C, carries -0.591; number 4, C, carries 0.230; number 5, C, carries -0.892; number 6, C, carries -1.084